Entry 1:
The following is a quantum chemistry calculation of 5 unconnected molecules or ions with the total composition C10H30O5 at a distorted geometry, from the Open Molecules 2025 dataset.

Geometry as XYZ:
```
45
Properties=species:S:1:pos:R:3
C -1.170 -4.248 -8.489
C -1.325 -3.185 -9.598
O -0.168 -3.213 -10.293
H -0.867 -5.206 -8.911
H -2.094 -4.424 -7.937
H -0.457 -3.999 -7.703
H -1.459 -2.243 -9.067
H -2.222 -3.273 -10.211
H 0.225 -2.345 -10.174
C -4.470 -1.418 -11.568
C -3.461 -0.246 -11.695
O -4.132 1.009 -11.567
H -4.870 -1.563 -10.564
H -4.004 -2.389 -11.738
H -5.250 -1.311 -12.321
H -2.960 -0.282 -12.663
H -2.717 -0.308 -10.901
H -3.597 1.652 -12.039
C -4.897 -4.792 -9.822
C -5.229 -5.898 -8.824
O -5.154 -5.493 -7.472
H -5.055 -5.157 -10.837
H -3.905 -4.370 -9.662
H -5.621 -4.007 -9.601
H -4.473 -6.660 -9.011
H -6.234 -6.267 -9.030
H -4.910 -6.242 -6.924
C -3.926 -8.447 -6.243
C -4.168 -9.203 -4.909
O -4.775 -8.369 -4.021
H -4.845 -8.079 -6.701
H -3.347 -9.107 -6.889
H -3.357 -7.520 -6.167
H -3.298 -9.617 -4.400
H -4.892 -9.975 -5.170
H -4.913 -8.776 -3.162
C -7.178 -4.763 -3.183
C -7.341 -6.172 -3.720
O -8.754 -6.636 -3.738
H -7.802 -4.077 -3.756
H -6.216 -4.296 -3.393
H -7.398 -4.640 -2.122
H -6.639 -6.807 -3.181
H -6.864 -6.166 -4.700
H -8.666 -7.592 -3.708
```

As for the HOMO energy: -10.12 eV. The calculation puts the LUMO energy at 0.0204 Ha. As for the total energy: -21091.338 eV. The calculation puts the HOMO-LUMO gap at 10.67 eV.

Entry 2:
The following is a quantum chemistry calculation of 5 unconnected molecules or ions with the total composition C10H30O5 at a distorted geometry, from the Open Molecules 2025 dataset.

Geometry as XYZ:
```
45
Properties=species:S:1:pos:R:3
C -1.615 -0.318 0.014
C -0.893 -0.530 -1.381
O 0.330 0.248 -1.356
H -1.781 0.752 0.145
H -0.992 -0.652 0.843
H -2.532 -0.906 0.063
H -1.605 -0.262 -2.162
H -0.761 -1.583 -1.629
H 0.988 -0.216 -0.832
C 2.928 -1.916 -1.463
C 3.106 -1.534 0.029
O 2.082 -0.706 0.537
H 3.075 -1.069 -2.134
H 1.945 -2.376 -1.562
H 3.642 -2.661 -1.815
H 4.126 -1.181 0.179
H 3.097 -2.357 0.744
H 2.464 -0.132 1.205
C 2.040 2.628 0.660
C 3.418 2.780 1.130
O 3.951 1.463 1.274
H 1.641 3.629 0.820
H 1.447 1.896 1.208
H 1.994 2.438 -0.412
H 3.438 3.296 2.090
H 3.993 3.446 0.486
H 4.901 1.562 1.183
C -0.982 -1.329 4.508
C -2.422 -1.649 4.838
O -2.603 -3.039 5.067
H -0.722 -1.720 3.524
H -0.297 -1.596 5.313
H -0.795 -0.265 4.367
H -3.106 -1.398 4.027
H -2.739 -1.381 5.846
H -3.395 -3.254 5.564
C -3.715 0.926 -3.913
C -2.525 1.303 -4.710
O -2.384 0.476 -5.806
H -4.697 0.996 -4.381
H -3.788 1.646 -3.098
H -3.560 -0.024 -3.401
H -1.675 1.137 -4.049
H -2.494 2.347 -5.023
H -2.528 1.083 -6.535
```

As for the HOMO energy (spin up / spin down): -12.13 / -12.13 eV. Its total charge is +1. The calculation puts the LUMO energy (spin up / spin down) at -0.0883 / -0.3410 Ha. As for the total energy: -21081.965 eV. The calculation puts the HOMO-LUMO gap (spin up / spin down) at 9.73 / 2.85 eV. As for the spin multiplicity: 2.

Entry 3:
The following is a quantum chemistry calculation of a molecular structure, C10H30O5P2PdSSi at a distorted geometry, from the Open Molecules 2025 dataset.

Geometry as XYZ:
```
50
Properties=species:S:1:pos:R:3
Pd 0.241 -2.076 -0.987
Si 1.302 -1.046 -2.675
P 2.391 1.556 1.820
P -1.948 -2.305 -1.360
H 1.356 2.300 1.161
C 1.919 1.124 3.495
H 2.817 1.153 4.129
H 1.478 0.103 3.504
H 1.186 1.867 3.844
C 3.867 2.570 1.815
H 4.363 2.519 2.793
H 3.560 3.596 1.587
H 4.532 2.207 1.020
C 2.890 0.057 0.952
H 3.929 0.172 0.617
H 2.220 -0.092 0.095
H 2.789 -0.805 1.624
C -2.831 -1.802 0.122
H -3.875 -2.126 0.022
H -2.768 -0.708 0.156
H -2.362 -2.220 1.044
C -2.704 -1.381 -2.707
H -3.759 -1.682 -2.802
H -2.170 -1.583 -3.642
H -2.633 -0.313 -2.458
C -2.271 -4.064 -1.602
H -3.353 -4.244 -1.636
H -1.812 -4.598 -0.762
H -1.802 -4.367 -2.545
C 0.965 0.798 -2.923
H 1.786 1.389 -2.497
H 0.024 1.055 -2.413
H 0.879 1.029 -3.991
H 2.771 -1.068 -2.364
H 1.039 -1.674 -4.009
C -1.276 1.974 -0.063
O -1.069 0.969 -0.752
C -1.596 1.881 1.404
H -2.685 2.019 1.532
H -1.078 2.679 1.955
H -1.302 0.893 1.780
C -1.365 3.349 -0.697
H -2.358 3.780 -0.498
H -1.222 3.260 -1.778
H -0.612 4.027 -0.273
O 1.059 -1.723 2.909
S 0.105 -2.041 1.842
O -0.077 -0.808 0.947
O 0.684 -3.138 0.931
O -1.225 -2.460 2.336
```

As for the HOMO energy (spin up / spin down): -5.86 / -8.05 eV. The calculation puts the LUMO energy (spin up / spin down) at -0.0002 / -0.0789 Ha. As for the total energy: -61858.735 eV. The calculation puts the HOMO-LUMO gap (spin up / spin down) at 5.86 / 5.90 eV. As for the spin multiplicity: 5.

Entry 4:
The following is a quantum chemistry calculation of 5 unconnected molecules or ions with the total composition C10H30O5S at a distorted geometry, from the Open Molecules 2025 dataset.

Geometry as XYZ:
```
46
Properties=species:S:1:pos:R:3
C 25.210 39.493 36.026
C 25.484 39.704 37.506
O 25.252 38.371 38.051
H 24.112 39.037 35.747
H 25.837 38.890 35.410
H 25.180 40.463 35.313
H 24.744 40.452 38.066
H 26.456 39.876 37.861
H 25.582 38.692 39.022
C 22.501 34.512 38.585
C 21.709 35.481 37.897
O 21.278 34.886 36.764
H 22.910 34.834 39.682
H 23.362 34.270 38.028
H 21.916 33.411 38.733
H 22.409 36.139 37.519
H 21.010 36.121 38.469
H 20.963 35.539 36.119
C 23.168 43.715 42.848
C 23.252 42.812 44.172
O 24.270 41.875 43.960
H 23.055 43.029 42.092
H 23.769 44.492 42.672
H 22.239 44.443 43.112
H 22.291 42.678 44.352
H 23.720 43.485 44.736
H 24.674 41.736 44.689
C 27.824 41.236 41.963
C 28.707 40.043 41.516
O 28.551 39.658 40.255
H 27.914 42.142 41.217
H 28.053 41.576 42.820
H 26.788 41.022 41.969
H 28.594 39.223 42.218
H 29.637 40.747 41.650
H 27.656 39.505 40.059
C 24.320 36.887 41.324
S 24.766 38.629 41.624
O 25.722 39.039 40.558
C 23.149 39.384 41.317
H 25.025 36.326 41.989
H 24.420 36.719 40.331
H 23.318 36.699 41.726
H 23.093 39.172 40.223
H 23.356 40.376 41.736
H 22.348 38.947 41.882
```

As for the HOMO energy: -9.29 eV. The calculation puts the LUMO energy at 0.0112 Ha. As for the total energy: -31920.917 eV. The calculation puts the HOMO-LUMO gap at 9.59 eV.

Entry 5:
The following is a quantum chemistry calculation of 5 unconnected molecules or ions with the total composition C10H30O5S5 at a distorted geometry, from the Open Molecules 2025 dataset.

Geometry as XYZ:
```
50
Properties=species:S:1:pos:R:3
C 2.226 -2.818 -2.004
S 2.872 -1.315 -1.233
O 4.134 -1.750 -0.606
C 3.382 -0.481 -2.734
H 1.271 -2.641 -2.474
H 2.090 -3.547 -1.193
H 2.938 -3.187 -2.772
H 4.028 -1.200 -3.290
H 4.012 0.396 -2.550
H 2.537 -0.186 -3.355
C -5.347 -2.577 1.724
S -5.161 -1.146 0.649
O -6.334 -1.166 -0.266
C -5.450 0.197 1.766
H -4.727 -2.537 2.607
H -4.996 -3.507 1.235
H -6.410 -2.588 2.032
H -4.871 0.015 2.650
H -6.544 0.283 1.866
H -5.138 1.105 1.186
C 2.055 1.231 3.413
S 1.358 -0.425 3.148
O 0.260 -0.226 2.185
C 2.851 -1.015 2.332
H 2.347 1.729 2.491
H 2.812 1.101 4.165
H 1.238 1.801 3.831
H 3.017 -0.394 1.498
H 2.757 -2.079 2.017
H 3.704 -1.063 3.016
C 1.946 2.813 -0.232
S 2.349 3.742 -1.706
O 3.572 3.123 -2.358
C 0.992 3.342 -2.792
H 1.037 3.189 0.230
H 2.782 2.929 0.449
H 1.729 1.715 -0.377
H 1.186 4.017 -3.662
H 0.054 3.619 -2.307
H 1.046 2.300 -3.068
C -1.783 0.886 -0.001
S -1.475 0.036 -1.503
O -0.168 0.585 -1.920
C -1.201 -1.659 -0.824
H -0.972 0.688 0.684
H -2.782 0.764 0.418
H -1.732 1.917 -0.297
H -0.341 -1.683 -0.172
H -1.082 -2.376 -1.654
H -2.067 -1.958 -0.240
```

As for the HOMO energy: -8.60 eV. The calculation puts the LUMO energy at 0.0108 Ha. As for the total energy: -75265.739 eV. The calculation puts the HOMO-LUMO gap at 8.89 eV.

Entry 6:
The following is a quantum chemistry calculation of a molecular structure, C10H31BIO16P4S, from the Open Molecules 2025 dataset.

Geometry as XYZ:
```
64
Properties=species:S:1:pos:R:3
O -0.778 5.408 -0.331
B -0.996 4.018 -0.368
O 0.062 3.236 -0.889
C -2.260 3.438 0.242
I -2.200 1.271 0.403
P -3.697 3.867 -0.593
O -4.981 3.035 0.002
O -3.750 3.199 -2.082
S -4.090 5.787 -0.695
H -1.258 5.897 -1.005
H -0.132 2.949 -1.786
H -5.401 3.574 0.679
H -4.379 2.471 -2.116
C 1.878 -2.272 1.204
O 2.335 -2.025 2.554
P 1.338 -1.186 3.468
O -0.054 -1.627 3.399
O 1.541 0.320 3.077
C 2.708 0.849 2.445
O 2.032 -1.294 4.889
C 1.547 -2.256 5.832
H 2.765 -2.313 0.576
H 1.341 -3.218 1.169
H 1.210 -1.484 0.857
H 2.670 0.654 1.374
H 3.615 0.421 2.871
H 2.687 1.922 2.613
H 2.391 -2.538 6.457
H 1.145 -3.136 5.330
H 0.764 -1.805 6.441
C -4.642 -3.139 -0.325
O -4.342 -3.662 0.981
P -3.061 -4.594 1.129
O -1.888 -4.172 0.366
O -3.554 -6.054 0.740
C -4.918 -6.446 0.876
O -2.913 -4.690 2.693
C -2.133 -3.659 3.348
H -5.723 -3.041 -0.387
H -4.168 -2.165 -0.441
H -4.281 -3.803 -1.112
H -5.506 -6.074 0.037
H -5.347 -6.080 1.808
H -4.931 -7.534 0.872
H -2.467 -3.632 4.381
H -2.278 -2.688 2.882
H -1.080 -3.915 3.289
C 3.501 0.646 -4.418
O 3.914 1.796 -3.668
P 3.322 3.213 -4.112
O 1.904 3.201 -4.459
O 4.252 3.678 -5.314
C 5.600 3.236 -5.442
O 3.793 4.135 -2.933
C 2.874 4.401 -1.841
H 4.329 -0.059 -4.404
H 2.624 0.203 -3.950
H 3.253 0.908 -5.448
H 5.634 2.233 -5.869
H 6.113 3.237 -4.481
H 6.094 3.932 -6.117
H 3.486 4.555 -0.958
H 2.188 3.575 -1.680
H 2.297 5.295 -2.062
```

As for the HOMO energy: -4.01 eV. Its total charge is -1. The calculation puts the LUMO energy at 0.0839 Ha. As for the total energy: -100413.475 eV. The calculation puts the HOMO-LUMO gap at 6.29 eV.

Entry 7:
The following is a quantum chemistry calculation of a molecular structure, C10H31O6V at a distorted geometry, from the Open Molecules 2025 dataset.

Geometry as XYZ:
```
48
Properties=species:S:1:pos:R:3
V 20.033 23.405 0.909
O 18.449 22.148 0.420
H 18.543 21.261 0.055
C 20.123 19.950 -1.609
C 20.741 18.587 -1.924
O 20.039 17.549 -1.262
H 19.894 19.932 -0.538
H 19.178 20.100 -2.134
H 20.833 20.754 -1.815
H 21.784 18.554 -1.617
H 20.718 18.422 -3.005
H 19.226 17.376 -1.747
C 13.872 23.468 2.103
C 15.080 22.591 1.834
O 16.035 23.323 1.058
H 13.203 22.910 2.764
H 13.314 23.649 1.182
H 14.084 24.424 2.575
H 14.817 21.675 1.298
H 15.500 22.300 2.804
H 16.810 22.756 0.870
C 16.524 18.833 0.513
C 17.634 19.042 1.556
O 17.440 20.211 2.321
H 16.654 19.539 -0.311
H 15.518 18.936 0.923
H 16.560 17.812 0.124
H 18.567 19.081 0.980
H 17.700 18.170 2.202
H 17.753 20.992 1.838
C 15.122 22.308 -3.640
C 15.518 22.211 -2.166
O 16.932 22.072 -2.072
H 15.658 23.106 -4.150
H 14.065 22.584 -3.669
H 15.246 21.354 -4.147
H 15.050 21.340 -1.699
H 15.146 23.127 -1.699
H 17.212 22.136 -1.149
C 18.265 27.355 0.172
C 18.189 26.225 1.173
O 18.524 24.963 0.560
H 17.887 28.296 0.573
H 17.648 27.129 -0.700
H 19.289 27.571 -0.141
H 17.173 26.165 1.567
H 18.834 26.447 2.024
H 17.787 24.711 -0.024
```

As for the HOMO energy (spin up / spin down): -12.54 / -12.54 eV. Its total charge is +1. The calculation puts the LUMO energy (spin up / spin down) at -0.2255 / -0.2227 Ha. As for the total energy: -48835.941 eV. The calculation puts the HOMO-LUMO gap (spin up / spin down) at 6.40 / 6.47 eV. As for the spin multiplicity: 4.

Entry 8:
The following is a quantum chemistry calculation of a molecular structure, C10H31O7V at a distorted geometry, from the Open Molecules 2025 dataset.

Geometry as XYZ:
```
49
Properties=species:S:1:pos:R:3
V 0.297 0.049 0.090
C -1.304 2.842 0.186
O -0.201 2.166 -0.296
H -2.230 2.728 -0.403
H -1.544 2.516 1.218
H -1.120 3.929 0.242
C -2.149 -1.366 -1.345
O -0.897 -0.844 -1.640
H -2.946 -0.785 -1.840
H -2.199 -2.441 -1.625
H -2.349 -1.385 -0.248
O 1.905 -0.100 -1.331
H 2.718 0.400 -1.341
C 3.697 0.034 2.657
C 3.015 0.980 1.644
O 1.594 0.882 1.782
H 3.364 -0.993 2.540
H 3.456 0.385 3.663
H 4.774 0.120 2.491
H 3.241 0.617 0.642
H 3.324 2.019 1.766
H 1.321 1.422 2.527
C 0.286 -4.315 0.075
C 0.464 -3.239 1.130
O 0.993 -2.044 0.588
H -0.285 -5.188 0.402
H 1.264 -4.633 -0.289
H -0.304 -3.916 -0.755
H 1.182 -3.604 1.880
H -0.456 -3.041 1.677
H 1.831 -2.255 0.154
C 0.142 3.075 -5.169
C 0.365 3.233 -3.663
O 0.223 1.969 -3.075
H -0.783 2.534 -5.372
H 0.949 2.453 -5.559
H 0.046 4.062 -5.629
H -0.404 3.912 -3.264
H 1.352 3.682 -3.486
H 0.069 2.102 -2.100
C -3.086 -1.600 2.477
C -2.501 -0.257 2.123
O -1.077 -0.340 1.922
H -2.720 -2.390 1.821
H -4.173 -1.608 2.387
H -2.815 -1.865 3.505
H -2.705 0.519 2.864
H -2.916 0.104 1.183
H -0.705 -0.522 2.791
```

As for the HOMO energy (spin up / spin down): -2.33 / -3.13 eV. Its total charge is -1. The calculation puts the LUMO energy (spin up / spin down) at 0.0854 / 0.0849 Ha. As for the total energy: -50891.845 eV. The calculation puts the HOMO-LUMO gap (spin up / spin down) at 4.65 / 5.44 eV. As for the spin multiplicity: 4.

Entry 9:
The following is a quantum chemistry calculation of 7 unconnected molecules or ions with the total composition C10H32FO10, from the Open Molecules 2025 dataset.

Geometry as XYZ:
```
53
Properties=species:S:1:pos:R:3
F 1.834 -2.836 20.416
C 3.057 0.369 19.877
O 2.211 -0.399 19.026
H 3.357 1.277 19.356
H 2.499 0.636 20.777
H 3.951 -0.202 20.143
H 2.140 -1.279 19.430
C 3.857 -2.940 17.600
O 3.346 -4.070 18.299
H 4.479 -2.339 18.274
H 4.436 -3.288 16.745
H 3.040 -2.323 17.220
H 2.686 -3.732 18.933
C -1.958 -3.837 20.407
C -1.495 -2.728 19.486
O -0.309 -3.036 18.777
O -2.061 -5.075 19.711
H -2.895 -3.506 20.868
H -1.194 -3.936 21.190
H -1.287 -1.845 20.113
H -2.251 -2.407 18.764
H 0.409 -2.880 19.415
H -2.782 -5.570 20.108
C 1.631 -7.984 21.372
C 1.125 -6.584 21.583
O 1.641 -5.759 20.565
O 1.082 -8.559 20.179
H 1.293 -8.595 22.214
H 2.719 -8.055 21.307
H 1.456 -6.220 22.564
H 0.028 -6.576 21.587
H 1.789 -4.854 20.860
H 1.328 -7.953 19.470
C 0.598 -2.567 23.826
C 0.192 -1.375 22.978
O 1.307 -0.891 22.242
O 1.003 -3.675 23.043
H -0.242 -2.924 24.430
H 1.412 -2.251 24.488
H -0.089 -0.547 23.632
H -0.633 -1.645 22.311
H 1.531 -1.537 21.543
H 1.488 -3.351 22.267
C 5.778 -3.333 22.800
C 5.499 -4.058 21.502
O 4.154 -4.425 21.350
O 5.213 -2.018 22.802
H 6.862 -3.303 22.986
H 5.319 -3.816 23.662
H 6.117 -4.957 21.420
H 5.814 -3.420 20.660
H 3.637 -3.649 21.093
H 5.644 -1.515 22.104
```

As for the HOMO energy: -6.53 eV. Its total charge is -1. The calculation puts the LUMO energy at 0.1113 Ha. As for the total energy: -34082.025 eV. The calculation puts the HOMO-LUMO gap at 9.56 eV.